Entry 1:
69
Properties=species:S:1:pos:R:3:forces:R:3:lowdin_charge:R:1 method="wB97M-V/def2-TZVPD" charge=0 homo_energy_ev=-9.62 molar_mass_g_mol=401.494 relative_energy_kcal_mol=171.6
C 59.400000 33.003000 16.809000 -1.800 2.518 4.684 -0.107
O 59.195000 34.296000 16.291000 0.707 0.728 0.349 -0.168
C 58.753000 34.472000 14.970000 -1.362 -2.750 -1.567 -0.221
C 58.923000 35.943000 14.506000 1.713 -1.558 0.773 -0.061
N 58.725000 36.107000 13.039000 -10.001 8.712 4.867 0.042
H 59.307000 35.592000 12.752000 10.561 -9.060 -6.709 0.009
H 57.746000 35.815000 12.662000 0.475 -0.666 1.408 0.145
C 58.753000 37.524000 12.564000 2.459 1.210 -1.559 -0.056
C 58.869000 37.531000 10.966000 -6.414 1.879 1.480 -0.185
O 58.908000 38.961000 10.608000 0.079 -2.505 -2.115 -0.201
C 58.833000 38.957000 9.119000 -4.105 3.145 0.564 -0.088
H 59.647000 32.980000 17.963000 0.136 0.889 -2.430 0.144
H 59.916000 32.301000 16.356000 4.256 -2.270 -3.019 0.030
H 58.573000 32.384000 16.864000 -3.266 -0.444 -0.045 0.055
H 57.697000 33.961000 14.840000 1.561 1.592 0.157 0.156
H 59.368000 33.853000 14.259000 -0.129 0.307 0.496 0.135
H 60.100000 36.094000 14.780000 -3.169 0.729 -0.541 0.203
H 58.108000 36.516000 14.850000 -0.151 1.266 1.671 0.105
H 59.793000 38.089000 12.574000 -1.960 -1.124 1.929 0.167
H 57.885000 37.980000 13.137000 1.138 0.058 -1.450 0.161
H 57.880000 37.029000 10.513000 2.233 1.018 0.644 0.148
H 59.719000 37.022000 10.695000 2.094 -1.189 -0.806 0.090
H 58.939000 40.028000 8.744000 0.781 -1.400 0.762 0.095
H 57.671000 38.836000 8.717000 2.846 -0.567 1.316 0.131
H 59.500000 38.257000 8.697000 0.694 -0.662 -0.580 0.054
C 56.101000 34.558000 11.790000 -0.255 3.127 4.715 -0.588
O 56.039000 35.317000 13.014000 0.069 -2.901 -4.513 -0.182
O 54.981000 34.132000 11.228000 1.249 -0.212 -0.209 0.152
O 57.198000 34.390000 11.272000 0.139 -0.124 -0.675 0.002
H 54.211000 34.422000 11.716000 -0.899 0.285 0.636 0.071
C 51.712000 36.061000 8.388000 -3.102 -0.326 -2.982 -0.136
C 53.011000 36.635000 8.792000 -3.130 -1.780 3.200 -0.378
O 52.921000 38.042000 8.742000 0.939 -1.101 -0.531 -0.028
H 51.623000 34.922000 8.539000 0.232 1.828 -0.331 0.104
H 51.508000 36.355000 7.291000 0.373 -1.019 1.111 0.090
H 50.795000 36.578000 8.829000 1.429 -0.712 0.230 0.090
H 53.800000 36.016000 8.450000 1.452 0.501 -1.386 0.093
H 52.938000 36.238000 9.831000 0.931 0.984 0.446 0.102
H 53.819000 38.195000 8.995000 0.931 1.564 0.376 0.061
C 55.116000 35.587000 16.498000 -1.551 1.112 -3.076 -0.063
O 55.240000 36.513000 15.334000 -1.598 3.181 5.751 -0.106
H 55.752000 34.843000 16.123000 0.313 -2.201 0.288 0.049
H 54.044000 35.322000 16.676000 1.028 -0.005 -0.061 0.095
H 55.594000 35.975000 17.319000 0.719 1.267 2.089 0.044
H 55.419000 35.908000 14.722000 1.143 -3.312 -4.996 -0.089
C 56.713000 36.035000 8.032000 -1.147 -0.029 -0.829 -0.195
O 56.493000 34.763000 8.590000 -0.324 -0.347 0.101 -0.146
H 56.189000 36.053000 6.974000 1.427 0.011 1.995 0.122
H 57.799000 36.182000 8.027000 -0.163 0.576 -0.642 0.064
H 56.224000 36.835000 8.643000 0.356 -0.333 -0.391 0.058
H 56.857000 34.711000 9.498000 -0.174 0.046 -0.460 0.031
C 53.640000 37.868000 12.822000 5.100 -3.958 0.336 -0.054
O 54.953000 37.608000 12.203000 -3.408 6.739 -1.747 -0.084
H 52.956000 38.188000 12.208000 -3.559 1.282 -4.191 0.022
H 53.834000 38.635000 13.424000 0.537 2.897 3.160 0.042
H 53.336000 36.994000 13.333000 -0.464 -0.780 0.799 0.068
H 55.291000 36.810000 12.331000 1.720 -5.818 1.588 -0.090
C 56.494000 31.335000 9.806000 -6.174 -4.686 9.818 -0.088
O 57.394000 31.769000 10.847000 -0.276 -16.430 -0.081 -0.029
H 56.945000 31.509000 9.030000 3.950 1.656 -8.954 -0.035
H 55.412000 31.742000 9.917000 2.027 -0.107 -0.368 0.107
H 56.274000 30.115000 9.963000 1.001 3.183 -0.534 0.140
H 57.359000 32.562000 10.837000 -0.449 16.032 0.067 -0.167
C 52.613000 33.661000 13.702000 1.436 -0.359 0.614 -0.120
O 52.427000 34.331000 12.505000 6.699 -5.178 -2.289 -0.036
H 52.897000 32.608000 13.720000 -0.216 -0.086 -1.313 0.102
H 51.709000 33.749000 14.127000 -3.226 -0.294 2.442 0.049
H 53.332000 34.067000 14.392000 0.602 0.971 -0.023 0.069
H 51.824000 34.946000 12.506000 -5.068 4.995 0.541 0.005



Entry 2:
18
Properties=species:S:1:pos:R:3:forces:R:3:lowdin_charge:R:1 method="wB97M-V/def2-TZVPD" charge=0 homo_energy_ev="-9.45 / -9.20" molar_mass_g_mol=134.200 relative_energy_kcal_mol=114.1
C 1.763923 -0.463910 0.703818 -1.574 1.395 -0.727 -0.157
C -0.196382 0.710387 -0.605059 1.622 -1.723 -1.224 -0.117
C 2.542383 -1.305506 -0.159205 0.561 -1.955 -1.035 -0.160
C -2.715979 0.979467 -0.353796 -1.949 1.752 3.626 -0.116
C -1.393729 0.593712 0.268205 -0.255 -1.166 0.748 -0.305
O 1.277712 2.113390 1.091530 -0.743 -0.305 0.240 -0.314
O 2.382415 1.434784 -0.933559 0.639 -0.065 -1.960 -0.304
S 1.397936 1.144206 0.035926 -1.165 -0.346 2.450 0.535
H 1.159325 -0.835107 1.511047 -0.099 0.155 0.370 0.091
H -0.092934 0.063795 -1.544126 -0.254 1.164 1.223 0.125
H 3.342962 -1.770215 0.408348 0.647 0.293 0.308 0.081
H 2.950782 -0.626427 -0.924777 0.091 -1.003 -0.111 0.072
H 2.092122 -2.302185 -0.540325 0.002 1.819 0.156 0.120
H -3.162847 0.317036 -0.972764 -0.615 -2.305 -2.596 0.023
H -2.843262 1.965853 -0.739978 0.665 0.743 -0.591 0.066
H -3.586226 1.000281 0.439002 1.899 -0.090 -0.691 0.119
H -1.560273 -0.477722 0.677095 0.612 1.457 -0.657 0.145
H -1.193415 1.224930 1.119753 -0.084 0.180 0.470 0.096



These records have electronic energy values of -39214.4217 -20272.7453 eV, in the order they appear.